(1)
A 6-piece molecular cluster, C5H22O6 overall in a non-equilibrium geometry. Source: OMol25; level of theory: ωB97M-V with the def2-TZVPD basis set.

Output
- Orbital gap: 9.71 eV
- Energy above the lowest of the compared OMol25 structures with the same formula, charge and spin: 124.6 kJ/mol
- Total charge: 0
- HOMO: -9.62 eV
- Structure (SMILES): CC(C)O.CO.CO.O.O.O

Last column: natural (NBO) charge in e.
Cartesian coordinates (Å):
C 1.203 -0.158 -3.257  -0.6332
C 1.211 1.239 -2.688  0.0872
C -0.100 1.621 -2.021  -0.6286
O 2.305 1.371 -1.766  -0.7302
H 0.364 -0.396 -3.920  0.2000
H 1.137 -0.878 -2.434  0.2057
H 2.081 -0.441 -3.838  0.2191
H 1.420 1.990 -3.454  0.1696
H -0.910 1.440 -2.738  0.2023
H -0.197 2.675 -1.764  0.2152
H -0.312 1.024 -1.141  0.2039
H 2.003 0.908 -0.966  0.4827
C -2.160 1.471 1.984  -0.2463
O -1.767 0.666 0.864  -0.7513
H -3.040 2.043 1.676  0.1734
H -2.525 0.868 2.821  0.1620
H -1.317 2.094 2.254  0.1948
H -2.522 0.133 0.594  0.4863
C -1.315 -2.298 -1.382  -0.2525
O -2.643 -2.587 -0.963  -0.7370
H -1.167 -2.345 -2.465  0.1664
H -0.980 -1.316 -1.055  0.1849
H -0.653 -3.055 -0.941  0.1677
H -3.020 -3.248 -1.545  0.4695
O 0.662 -0.172 3.669  -0.9604
H -0.028 -0.806 3.907  0.4915
H 0.613 0.515 4.347  0.4878
O 3.304 -1.084 4.415  -0.9573
H 3.892 -0.355 4.638  0.4628
H 2.491 -0.666 4.071  0.4822
O 0.930 -0.131 0.748  -0.9978
H 0.003 0.164 0.651  0.4908
H 1.038 -0.286 1.699  0.4889

(2)
A 5-piece molecular cluster, C5H23N3O4 overall in a non-equilibrium geometry. Source: OMol25; level of theory: ωB97M-V with the def2-TZVPD basis set.

Output
- Orbital gap: 8.89 eV
- Energy above the lowest of the compared OMol25 structures with the same formula, charge and spin: 108.4 kJ/mol
- Total charge: 0
- HOMO: -8.58 eV
- Structure (SMILES): CNC[C@H](N)CCN.O.O.O.O

Last column: natural (NBO) charge in e.
Cartesian coordinates (Å):
C 3.471 -0.793 -0.864  -0.4129
N 2.152 -1.387 -0.513  -0.6488
C 1.029 -0.940 -1.358  -0.2199
C 0.133 0.095 -0.675  -0.0587
N -1.205 0.077 -1.287  -0.8928
C 0.765 1.529 -0.619  -0.4262
C 0.100 2.713 -1.358  -0.2229
N -1.123 3.273 -0.827  -0.8403
H 3.353 0.111 -1.466  0.1627
H 3.949 -0.492 0.051  0.2010
H 4.019 -1.529 -1.443  0.1900
H 1.968 -1.093 0.445  0.3866
H 1.414 -0.526 -2.285  0.1925
H 0.358 -1.796 -1.451  0.1678
H -0.057 -0.129 0.363  0.1924
H -1.355 -0.465 -2.132  0.3644
H -1.569 0.992 -1.503  0.3635
H 1.769 1.472 -1.049  0.2036
H 0.882 1.791 0.433  0.2015
H -0.065 2.415 -2.398  0.1856
H 0.883 3.464 -1.376  0.1894
H -1.962 2.862 -1.211  0.3483
H -1.209 3.243 0.181  0.3679
O -2.802 -1.311 0.663  -0.9724
H -2.499 -1.844 -0.090  0.4672
H -2.765 -0.465 0.180  0.5019
O -2.002 1.328 1.885  -0.9509
H -1.534 1.668 2.656  0.4730
H -2.668 0.743 2.270  0.4815
O 1.112 -0.983 2.416  -0.9584
H 0.883 -1.923 2.470  0.4981
H 0.218 -0.601 2.447  0.4673
O -0.634 -2.989 1.470  -0.9583
H -1.492 -2.532 1.558  0.4918
H -0.491 -2.850 0.521  0.4647

(3)
A 7-piece molecular cluster, C5H23NO7S overall in a non-equilibrium geometry. Source: OMol25; level of theory: ωB97M-V with the def2-TZVPD basis set.

Output
- Orbital gap: 5.84 eV
- Energy above the lowest of the compared OMol25 structures with the same formula, charge and spin: 168.7 kJ/mol
- Total charge: -2
- HOMO: -0.94 eV

Last column: natural (NBO) charge in e.
Cartesian coordinates (Å):
C -0.393 -0.036 -3.073  -0.4094
C -0.645 -1.331 -3.949  -0.5309
S -1.464 -2.696 -3.111  -0.7484
C -0.166 -0.401 -1.572  -0.2592
N 0.725 0.615 -1.003  -0.6733
C 0.154 1.737 -0.141  -0.2524
C 0.579 1.467 1.371  -0.0640
O 1.156 2.592 1.890  -0.9384
H -1.210 0.662 -3.154  0.1788
H 0.559 0.416 -3.489  0.1894
H -1.132 -1.122 -4.896  0.1747
H 0.320 -1.828 -4.161  0.1740
H -1.086 -0.557 -0.967  0.1823
H 0.143 -1.467 -1.544  0.2268
H 1.528 0.349 -0.483  0.3490
H -0.911 1.783 -0.479  0.1743
H 0.657 2.593 -0.494  0.1880
H 1.331 0.609 1.254  0.1140
H -0.144 0.959 2.068  0.1323
H -3.531 -3.463 -0.392  0.4595
H -2.452 -2.599 -0.734  0.5115
O -2.691 -3.173 0.027  -0.9842
H 5.451 1.193 -1.197  0.4748
H 5.064 2.603 -0.689  0.4805
O 5.679 2.125 -1.259  -0.9558
H -1.858 -4.757 0.894  0.5035
H -0.556 -5.394 1.088  0.4579
O -1.414 -5.353 1.529  -0.9736
H -2.223 0.614 4.550  0.4588
H -1.955 2.057 4.155  0.5004
O -2.673 1.444 4.350  -0.9646
H 3.859 2.246 2.642  0.4271
H 2.437 2.461 2.733  0.5105
O 3.196 1.984 3.297  -1.0266
H -0.126 3.273 2.477  0.5043
H -1.306 2.947 1.823  0.4533
O -1.143 3.573 2.544  -1.0448

(4)
A 6-piece molecular cluster, C5H24N2O6 overall in a non-equilibrium geometry. Source: OMol25; level of theory: ωB97M-V with the def2-TZVPD basis set.

Output
- Orbital gap: 9.29 eV
- Energy above the lowest of the compared OMol25 structures with the same formula, charge and spin: 402.8 kJ/mol
- Total charge: 0
- HOMO: -9.07 eV
- Structure (SMILES): NCCNCCCO.O.O.O.O.O

Last column: natural (NBO) charge in e.
Cartesian coordinates (Å):
N 1.452 -0.508 -1.396  -0.8825
C 0.671 -1.772 -1.258  -0.2518
C -0.774 -1.617 -1.388  -0.2282
N -1.311 -0.993 -0.154  -0.6279
C -2.576 -0.319 -0.421  -0.2296
C -2.305 1.072 0.148  -0.4611
C -3.250 2.087 -0.560  -0.0731
O -2.604 2.529 -1.778  -0.7345
H 1.099 0.343 -1.018  0.3657
H 1.805 -0.533 -2.339  0.3726
H 1.151 -2.431 -1.945  0.2032
H 0.852 -2.156 -0.208  0.1966
H -0.966 -1.202 -2.383  0.1837
H -1.328 -2.743 -1.578  0.1767
H -0.713 -0.201 0.117  0.3385
H -2.774 -0.338 -1.530  0.1935
H -3.380 -0.894 0.042  0.1960
H -2.242 1.222 1.293  0.2349
H -1.348 1.480 -0.329  0.2040
H -3.338 3.042 0.009  0.1635
H -4.200 1.831 -1.010  0.1990
H -1.857 3.219 -1.503  0.4567
O 4.114 -1.140 0.033  -0.9705
H 3.509 -1.497 -0.654  0.4880
H 3.875 -0.251 0.297  0.4794
O 0.117 -0.301 3.065  -0.9818
H -0.419 -1.169 3.170  0.5014
H 0.385 -0.129 2.147  0.4838
O 0.094 -4.214 0.888  -0.9792
H -0.824 -4.114 1.029  0.4913
H 0.763 -4.030 1.528  0.4922
O 1.998 2.123 2.531  -0.9798
H 2.713 2.456 3.062  0.4793
H 1.421 1.516 3.111  0.4991
O 2.492 2.760 -0.827  -0.9419
H 1.973 2.573 -0.074  0.4721
H 2.574 3.760 -0.812  0.4707

(5)
A 7-piece molecular cluster, C5H24N4O7 overall in a non-equilibrium geometry. Source: OMol25; level of theory: ωB97M-V with the def2-TZVPD basis set.

Output
- Orbital gap: 10.57 eV
- Total charge: 0
- HOMO: -10.03 eV
- Structure (SMILES): NC(N)=O.NC(N)=O.CO.CO.CO.O.O

Last column: natural (NBO) charge in e.
Cartesian coordinates (Å):
N 0.562 -0.250 -2.008  -0.8226
C 1.155 -0.470 -0.800  0.8190
N 1.699 -1.737 -0.662  -0.8358
O 1.234 0.442 0.045  -0.7575
H 0.119 0.632 -2.109  0.4132
H 0.295 -0.924 -2.677  0.4212
H 1.228 -2.439 -1.227  0.3983
H 1.680 -2.031 0.351  0.4018
N -1.649 3.122 2.732  -0.8347
C -1.070 2.233 1.917  0.7872
N 0.250 2.462 1.574  -0.8918
O -1.626 1.264 1.419  -0.7091
H -2.562 2.778 3.081  0.4195
H -1.120 3.845 3.159  0.3955
H 0.712 3.215 1.925  0.3670
H 0.793 1.716 1.051  0.4534
C 0.765 4.220 -1.963  -0.2464
O 0.072 2.997 -1.794  -0.7430
H 0.960 4.264 -3.029  0.1832
H 0.086 5.010 -1.657  0.1636
H 1.727 4.247 -1.407  0.1625
H 0.071 2.809 -0.855  0.4793
C 1.234 -0.386 3.663  -0.2477
O 0.922 -0.938 2.351  -0.7887
H 0.394 -0.631 4.369  0.1812
H 2.089 -0.872 4.008  0.1714
H 1.398 0.740 3.625  0.1717
H 1.184 -0.306 1.702  0.4959
C -0.161 -4.091 -3.091  -0.2429
O -0.368 -2.699 -3.091  -0.7755
H 0.203 -4.490 -2.125  0.1575
H -0.888 -4.725 -3.462  0.1708
H 0.680 -4.354 -3.696  0.1750
H -1.052 -2.461 -2.465  0.5083
O -2.065 -3.049 -0.962  -1.0027
H -3.026 -3.110 -1.163  0.4764
H -1.928 -2.456 -0.231  0.5082
O -1.590 -1.449 1.055  -0.9988
H -1.749 -0.506 1.152  0.5199
H -0.660 -1.624 1.294  0.4960

(6)
A 8-piece molecular cluster, C5H24NO9 overall in a non-equilibrium geometry. Source: OMol25; level of theory: ωB97M-V with the def2-TZVPD basis set.

Output
- Orbital gap: 9.87 eV
- Energy above the lowest of the compared OMol25 structures with the same formula, charge and spin: 46.8 kJ/mol
- Total charge: -1
- HOMO: -6.66 eV

Last column: natural (NBO) charge in e.
Cartesian coordinates (Å):
O 0.522 -1.409 1.972  -0.5548
C -0.211 -0.629 1.404  0.4384
C -1.514 -1.080 0.793  -0.1841
C -1.844 -2.510 1.160  -0.4119
C -1.593 -3.474 0.002  -0.4187
C -0.132 -3.569 -0.520  -0.0719
O -0.038 -3.039 -1.838  -0.7891
N -2.564 -0.087 1.147  -0.8492
H 0.087 0.427 1.370  0.1528
H -1.423 -0.984 -0.315  0.2238
H -2.885 -2.625 1.484  0.1933
H -1.262 -2.859 2.026  0.2240
H -2.222 -3.211 -0.847  0.2133
H -1.915 -4.472 0.346  0.1885
H 0.178 -4.615 -0.641  0.1609
H 0.601 -3.106 0.142  0.1779
H -2.255 0.633 1.784  0.3805
H -3.389 -0.565 1.491  0.3577
H 1.225 0.112 -2.022  0.5063
H 0.191 -2.074 -1.930  0.5193
O 0.438 -0.396 -2.361  -1.0465
H 1.739 3.381 0.528  0.4904
H 2.759 2.669 1.393  0.4904
O 2.172 3.453 1.407  -1.0310
H 0.195 3.294 1.952  0.4873
H -0.309 3.154 0.518  0.4991
O -0.626 3.161 1.458  -1.0269
H 3.140 1.156 0.050  0.5074
H 2.946 0.404 1.348  0.4720
O 3.506 1.099 0.968  -0.9902
H 2.890 1.657 -2.167  0.4702
H 1.614 2.153 -1.193  0.5101
O 2.318 1.337 -1.461  -1.0650
H -1.782 1.456 -1.253  0.4724
H -0.306 0.264 -2.340  0.5050
O -1.218 1.679 -2.019  -1.0065
H -0.498 2.229 -1.546  0.5102
H 0.792 3.896 -1.404  0.4653
O 0.672 3.092 -0.885  -1.1707

E for every record listed, in sequence, given in hartree: -655.09311 -669.48727 -1183.87897 -765.72479 -950.65256 -936.91882.
LUMO for every record listed, in sequence, given in eV: 0.1 0.3 4.9 0.2 0.5 3.2.